1.
Below is a single C4H8O2 molecule, with properties calculated with the ωB97M-V functional and the def2-TZVPD basis.

As for the spin multiplicity: 1. The energy above the lowest of the compared OMol25 structures with the same formula, charge and spin is 198.84 kJ/mol. The value obtained for the HOMO energy is -0.377 Eh. Its LUMO energy is 0.0341 Eh. Its orbital gap is 11.18 eV. As for the total charge: 0.

Element x y z (Å)
C (-1.482, -0.617, 0.202)
C (-0.162, 0.109, 0.031)
C (1.061, -0.754, -0.299)
O (2.244, -0.301, 0.302)
C (-0.109, 1.514, -0.360)
O (0.049, 1.136, 1.003)
H (-1.707, -0.712, 1.272)
H (-1.442, -1.625, -0.222)
H (-2.309, -0.079, -0.269)
H (1.231, -0.702, -1.379)
H (0.845, -1.804, -0.054)
H (2.028, -0.092, 1.219)
H (-1.036, 2.026, -0.607)
H (0.790, 1.902, -0.841)

2.
Below is a molecular structure, C4H8O2, with properties calculated with the ωB97M-V functional and the def2-TZVPD basis.

As for the spin multiplicity: 1. The energy above the lowest of the compared OMol25 structures with the same formula, charge and spin is 474.19 kJ/mol. The value obtained for the HOMO energy is -0.298 Eh. Its LUMO energy is 0.0100 Eh. Its orbital gap is 8.37 eV. As for the total charge: 0.

Element x y z (Å)
C (-0.028, -1.053, -1.470)
C (-0.934, -0.721, -0.280)
O (-0.859, -1.468, 0.789)
C (-0.445, 0.586, 0.514)
C (0.905, 0.909, 0.707)
O (1.474, 1.254, 1.858)
H (0.993, -1.257, -1.129)
H (-0.023, -0.247, -2.216)
H (-0.398, -1.962, -1.954)
H (-1.951, -0.492, -0.676)
H (-1.123, 0.824, 1.332)
H (-0.095, 1.699, 0.040)
H (1.630, 0.837, -0.100)
H (0.852, 1.091, 2.584)

3.
Below is a molecular structure, C4H8O2, with properties calculated with the ωB97M-V functional and the def2-TZVPD basis.

As for the spin multiplicity: 1. The energy above the lowest of the compared OMol25 structures with the same formula, charge and spin is 513.77 kJ/mol. The value obtained for the HOMO energy is -0.306 Eh. Its LUMO energy is 0.0353 Eh. Its orbital gap is 9.30 eV. As for the total charge: 0.

Element x y z (Å)
C (-1.811, -0.689, 0.385)
C (-0.927, 0.340, 1.060)
O (0.364, -0.193, 1.398)
C (0.624, 0.462, 0.201)
C (1.030, -0.401, -0.964)
O (2.214, -1.091, -0.629)
H (-1.328, -1.632, 0.103)
H (-2.277, -0.224, -0.490)
H (-2.625, -0.910, 1.085)
H (-0.474, 1.120, 0.136)
H (1.246, 1.350, 0.354)
H (1.272, 0.238, -1.818)
H (0.230, -1.089, -1.266)
H (2.023, -1.590, 0.178)

4.
Below is a single C4H8O2 molecule, with properties calculated with the ωB97M-V functional and the def2-TZVPD basis.

As for the spin multiplicity: 1. The energy above the lowest of the compared OMol25 structures with the same formula, charge and spin is 342.03 kJ/mol. The value obtained for the HOMO energy is -0.317 Eh. Its LUMO energy is 0.0357 Eh. Its orbital gap is 9.59 eV. As for the total charge: 0.

Element x y z (Å)
C (2.254, 0.958, 0.436)
C (1.467, -0.274, 0.087)
O (0.258, -0.114, 0.572)
C (-0.706, -1.109, 0.166)
C (-1.655, -0.422, -0.794)
O (-2.448, 0.547, -0.145)
H (1.709, 1.723, 1.004)
H (2.591, 1.375, -0.522)
H (3.168, 0.664, 0.964)
H (-0.164, -1.937, -0.298)
H (-1.235, -1.434, 1.067)
H (-2.340, -1.150, -1.236)
H (-1.056, 0.020, -1.607)
H (-1.843, 1.152, 0.304)

5.
Below is 2 unconnected molecules or ions with the total composition C4H8O2, with properties calculated with the ωB97M-V functional and the def2-TZVPD basis.

As for the spin multiplicity: 1. The energy above the lowest of the compared OMol25 structures with the same formula, charge and spin is 172.82 kJ/mol. The value obtained for the HOMO energy is -0.364 Eh. Its LUMO energy is 0.0020 Eh. Its orbital gap is 9.95 eV. As for the total charge: 0.

Element x y z (Å)
C (0.691, -0.150, -1.372)
C (0.620, -0.647, 0.040)
O (0.835, 1.880, 0.942)
C (-0.491, -0.889, 0.760)
C (-1.878, -0.606, 0.313)
O (-2.204, -0.078, -0.732)
H (1.644, 0.347, -1.570)
H (0.596, -1.009, -2.048)
H (-0.131, 0.535, -1.587)
H (1.579, -0.808, 0.540)
H (1.518, 1.512, 1.515)
H (0.094, 1.284, 1.096)
H (-0.378, -1.228, 1.791)
H (-2.662, -0.896, 1.044)

6.
Below is a single C4H8O2 molecule, with properties calculated with the ωB97M-V functional and the def2-TZVPD basis.

As for the spin multiplicity: 1. The energy above the lowest of the compared OMol25 structures with the same formula, charge and spin is 152.43 kJ/mol. The value obtained for the HOMO energy is -0.373 Eh. Its LUMO energy is 0.0386 Eh. Its orbital gap is 11.19 eV. As for the total charge: 0.

Element x y z (Å)
C (-1.832, -0.297, -0.237)
C (-0.392, 0.040, -0.507)
O (0.010, 1.132, 0.359)
C (0.711, -0.855, 0.072)
C (1.204, 0.442, 0.728)
O (2.252, 1.095, 0.077)
H (-2.470, 0.537, -0.547)
H (-2.138, -1.202, -0.768)
H (-1.957, -0.438, 0.841)
H (-0.228, 0.294, -1.565)
H (1.729, 1.739, -0.430)
H (1.409, -1.329, -0.620)
H (0.319, -1.586, 0.786)
H (1.382, 0.428, 1.811)

7.
Below is a molecular structure, C4H8O2, with properties calculated with the ωB97M-V functional and the def2-TZVPD basis.

As for the spin multiplicity: 1. The energy above the lowest of the compared OMol25 structures with the same formula, charge and spin is 210.04 kJ/mol. The value obtained for the HOMO energy is -0.364 Eh. Its LUMO energy is 0.0363 Eh. Its orbital gap is 10.90 eV. As for the total charge: 0.

Element x y z (Å)
C (-1.645, -0.776, 0.123)
C (-0.469, -0.073, -0.462)
C (0.848, 1.292, 0.178)
C (0.825, -0.207, 0.357)
H (-1.691, -0.692, 1.260)
H (-1.572, -1.841, -0.064)
H (-2.601, -0.325, -0.258)
H (-0.269, -0.184, -1.535)
H (1.048, 1.947, 1.054)
H (1.418, 1.620, -0.726)
H (0.709, -0.429, 1.434)
H (1.999, -0.689, -1.024)
O (-0.528, 1.321, -0.211)
O (1.929, -0.963, -0.127)

8.
Below is a single C4H8O2 molecule, with properties calculated with the ωB97M-V functional and the def2-TZVPD basis.

As for the spin multiplicity: 1. The energy above the lowest of the compared OMol25 structures with the same formula, charge and spin is 208.81 kJ/mol. The value obtained for the HOMO energy is -0.364 Eh. Its LUMO energy is 0.0335 Eh. Its orbital gap is 10.81 eV. As for the total charge: 0.

Element x y z (Å)
O (-1.507, 1.023, -0.523)
C (-0.106, 0.873, -0.502)
C (0.458, 0.676, 0.937)
C (0.458, -0.860, 0.702)
C (0.328, -0.601, -0.780)
O (-0.545, -1.527, -1.351)
H (-1.701, 1.959, -0.379)
H (0.377, 1.632, -1.138)
H (1.431, 1.155, 1.118)
H (-0.238, 0.975, 1.716)
H (1.281, -1.498, 1.041)
H (-0.529, -1.389, 0.938)
H (1.329, -0.589, -1.227)
H (-1.035, -1.828, -0.552)

9.
Below is 3 unconnected molecules or ions with the total composition C4H8O2, with properties calculated with the ωB97M-V functional and the def2-TZVPD basis.

As for the spin multiplicity: 1. The energy above the lowest of the compared OMol25 structures with the same formula, charge and spin is 366.36 kJ/mol. The value obtained for the HOMO energy is -0.309 Eh. Its LUMO energy is 0.0368 Eh. Its orbital gap is 9.40 eV. As for the total charge: 0.

Element x y z (Å)
C (-0.770, -0.901, 1.076)
C (-1.326, 0.168, 0.503)
O (-0.646, 1.066, -0.274)
C (0.745, 0.995, 0.010)
C (1.265, -0.446, 0.153)
O (0.569, -1.142, 1.160)
H (-1.325, -1.554, 1.730)
H (-0.720, -0.451, -2.256)
H (-1.139, 0.252, -2.770)
H (-2.301, 0.485, 0.859)
H (0.900, 1.525, 0.956)
H (1.256, 1.514, -0.802)
H (2.322, -0.483, 0.423)
H (1.170, -1.027, -0.768)

10.
Below is a single C4H8O2 molecule, with properties calculated with the ωB97M-V functional and the def2-TZVPD basis.

As for the spin multiplicity: 1. The energy above the lowest of the compared OMol25 structures with the same formula, charge and spin is 253.63 kJ/mol. The value obtained for the HOMO energy is -0.364 Eh. Its LUMO energy is 0.0369 Eh. Its orbital gap is 10.90 eV. As for the total charge: 0.

Element x y z (Å)
C (-0.152, -1.199, 1.445)
O (-0.156, -1.595, 0.092)
C (-0.345, 0.526, -1.049)
C (-0.146, 1.754, -0.279)
O (0.369, 1.626, -1.596)
C (0.481, -0.707, -0.790)
H (0.557, -0.381, 1.642)
H (-1.149, -0.872, 1.768)
H (0.150, -2.064, 2.041)
H (-1.330, 0.337, -1.480)
H (0.594, 1.776, 0.523)
H (-0.970, 2.457, -0.175)
H (1.471, -0.400, -0.416)
H (0.627, -1.259, -1.725)

11.
Below is a single C4H8O2 molecule, with properties calculated with the ωB97M-V functional and the def2-TZVPD basis.

As for the spin multiplicity: 1. The energy above the lowest of the compared OMol25 structures with the same formula, charge and spin is 196.41 kJ/mol. The value obtained for the HOMO energy is -0.362 Eh. Its LUMO energy is 0.0389 Eh. Its orbital gap is 10.91 eV. As for the total charge: 0.

Element x y z (Å)
C (-1.211, 0.072, -0.346)
C (-0.353, 1.253, 0.053)
C (1.596, -0.146, 0.019)
C (-0.468, -1.214, 0.124)
H (-1.326, 0.012, -1.424)
H (-2.197, 0.021, 0.029)
H (-0.654, 2.236, -0.278)
H (-0.439, 1.434, 1.160)
H (2.588, -0.057, -0.526)
H (1.824, -0.139, 1.154)
H (-0.463, -1.398, 1.161)
H (-0.797, -2.049, -0.379)
O (1.037, 1.097, -0.340)
O (0.863, -1.122, -0.406)

12.
Below is a single C4H8O2 molecule, with properties calculated with the ωB97M-V functional and the def2-TZVPD basis.

As for the spin multiplicity: 1. The energy above the lowest of the compared OMol25 structures with the same formula, charge and spin is 559.26 kJ/mol. The value obtained for the HOMO energy is -0.261 Eh. Its LUMO energy is 0.0271 Eh. Its orbital gap is 7.84 eV. As for the total charge: 0.

Element x y z (Å)
C (0.425, 0.317, 0.991)
C (1.008, -1.063, 0.722)
O (0.861, -1.206, -0.671)
C (-0.385, -0.716, -1.010)
C (-1.207, 1.467, -0.887)
O (-0.706, 0.270, 0.064)
H (0.107, 0.457, 2.034)
H (1.087, 1.140, 0.700)
H (2.066, -1.163, 0.956)
H (0.420, -1.830, 1.245)
H (-1.239, -1.398, -0.941)
H (-0.318, -0.293, -2.015)
H (-1.881, 2.027, -0.237)
H (-0.238, 1.992, -0.951)

13.
Below is a molecular structure, C4H8O2, with properties calculated with the ωB97M-V functional and the def2-TZVPD basis.

As for the spin multiplicity: 1. The energy above the lowest of the compared OMol25 structures with the same formula, charge and spin is 324.88 kJ/mol. The value obtained for the HOMO energy is -0.335 Eh. Its LUMO energy is 0.0359 Eh. Its orbital gap is 10.10 eV. As for the total charge: 0.

Element x y z (Å)
C (-2.122, 0.209, 0.812)
O (-1.609, 0.673, -0.415)
C (1.279, 0.496, -0.900)
C (1.618, 0.015, 0.486)
O (1.631, -1.352, -0.038)
C (1.324, -0.789, -1.262)
H (-1.383, -0.358, 1.398)
H (-2.414, 1.087, 1.394)
H (-3.008, -0.428, 0.681)
H (1.052, 1.450, -1.349)
H (0.851, 0.128, 1.258)
H (2.605, 0.278, 0.872)
H (-1.032, -0.005, -0.789)
H (1.206, -1.404, -2.148)

14.
Below is a single C4H8O2 molecule, with properties calculated with the ωB97M-V functional and the def2-TZVPD basis.

As for the spin multiplicity: 1. The energy above the lowest of the compared OMol25 structures with the same formula, charge and spin is 334.50 kJ/mol. The value obtained for the HOMO energy is -0.348 Eh. Its LUMO energy is 0.0376 Eh. Its orbital gap is 10.51 eV. As for the total charge: 0.

Element x y z (Å)
C (-0.831, -1.050, 0.040)
C (-1.346, 0.373, -0.110)
O (-0.366, 1.340, -0.420)
C (0.857, 1.132, 0.259)
C (1.346, -0.292, 0.037)
O (0.425, -1.244, 0.547)
H (-1.582, -1.641, 0.576)
H (-0.847, -1.454, -1.168)
H (-1.629, -0.167, -1.051)
H (-2.123, 0.775, 0.576)
H (0.748, 1.331, 1.336)
H (1.576, 1.847, -0.159)
H (2.273, -0.490, 0.578)
H (1.500, -0.460, -1.042)

15.
Below is a single C4H8O2 molecule, with properties calculated with the ωB97M-V functional and the def2-TZVPD basis.

As for the spin multiplicity: 1. The energy above the lowest of the compared OMol25 structures with the same formula, charge and spin is 73.16 kJ/mol. The value obtained for the HOMO energy is -0.365 Eh. Its LUMO energy is 0.0314 Eh. Its orbital gap is 10.79 eV. As for the total charge: 0.

Element x y z (Å)
C (-1.115, 0.852, 1.583)
C (-0.272, -0.097, 0.769)
O (0.337, -1.012, 1.294)
C (-0.207, 0.137, -0.730)
C (1.108, -0.355, -1.340)
O (1.262, -1.746, -1.219)
H (-0.653, 1.847, 1.568)
H (-2.115, 0.956, 1.147)
H (-1.187, 0.501, 2.614)
H (-1.040, -0.419, -1.183)
H (-0.375, 1.199, -0.951)
H (1.946, 0.190, -0.874)
H (1.122, -0.123, -2.409)
H (1.189, -1.929, -0.269)

16.
Below is a molecular structure, C4H8O2, with properties calculated with the ωB97M-V functional and the def2-TZVPD basis.

As for the spin multiplicity: 1. The energy above the lowest of the compared OMol25 structures with the same formula, charge and spin is 494.55 kJ/mol. The value obtained for the HOMO energy (spin up / spin down) is -0.292 / -0.292 Eh. Its LUMO energy (spin up / spin down) is -0.0054 / -0.0054 Eh. Its orbital gap (spin up / spin down) is 7.80 / 7.80 eV. As for the total charge: 0.

Element x y z (Å)
O (-2.107, -0.195, 0.042)
C (-0.382, -0.821, 1.254)
C (0.739, -0.136, 0.818)
C (1.181, -0.337, -0.614)
C (0.615, 0.980, -0.818)
O (-0.507, 1.288, -1.399)
H (-2.625, 0.624, 0.140)
H (-0.874, -1.567, 0.657)
H (-0.480, -0.966, 2.338)
H (1.434, 0.317, 1.524)
H (0.631, -1.145, -1.094)
H (2.260, -0.398, -0.735)
H (1.214, 1.861, -0.614)
H (-1.100, 0.497, -1.498)

17.
Below is a single C4H8O2 molecule, with properties calculated with the ωB97M-V functional and the def2-TZVPD basis.

As for the spin multiplicity: 1. The energy above the lowest of the compared OMol25 structures with the same formula, charge and spin is 82.72 kJ/mol. The value obtained for the HOMO energy is -0.365 Eh. Its LUMO energy is 0.0296 Eh. Its orbital gap is 10.73 eV. As for the total charge: 0.

Element x y z (Å)
C (-2.012, -0.313, 0.722)
C (-0.619, -0.595, 0.211)
O (0.003, -1.521, 0.710)
C (-0.013, 0.182, -0.945)
C (1.504, 0.314, -0.743)
O (2.154, -0.929, -0.754)
H (-2.378, 0.706, 0.573)
H (-2.689, -0.965, 0.157)
H (-2.055, -0.598, 1.779)
H (-0.200, -0.405, -1.855)
H (-0.486, 1.161, -1.091)
H (1.673, 0.857, 0.202)
H (1.944, 0.911, -1.549)
H (1.671, -1.470, -0.105)